Molecular formula: CH2ClFP2
Method: DFT, ωB97M-V with the def2-TZVPD basis set

* energy above the lowest of the compared OMol25 structures with the same formula, charge and spin: 6.74 kcal/mol
* electronic energy: -1282.04713 hartree
* LUMO energy: 0.41 eV
* SMILES string: FP1#[PH][C@H]1Cl

Bonds (Å) are listed after each position.
Element x y z (Å)
1 F -2.1804 0.6024 0.5545  P4 1.638
2 P -0.1724 -1.4001 -0.2624  P4 2.220, H5 1.299, C6 1.894
3 H 0.3670 0.5643 1.5146  C6 1.189
4 P -1.0664 0.5956 -0.6468  F1 1.638, P2 2.220, C6 1.929
5 H 0.4220 -1.4318 -1.4173  P2 1.299
6 C 0.5254 0.2382 0.3819  P2 1.894, H3 1.189, P4 1.929, Cl7 1.761
7 Cl 2.1048 0.8313 -0.1245  C6 1.761